(1)
Density functional theory data (ωB97M-V/def2-TZVPD) for a gas-phase ion, C15H19IN (charge +1) in a non-equilibrium geometry.

Last column: Löwdin charge in e.
Geometry (Å):
C 0.36 5.21 0.85  -0.11
C 1.71 4.47 0.59  -0.25
C 1.69 3.79 -0.80  -0.15
C 1.17 2.35 -0.80  -0.15
C 0.95 1.73 -2.09  0.00
C 0.54 0.44 -2.21  0.00
C 0.28 -0.33 -1.02  -0.11
C -0.14 -1.65 -1.08  0.02
N -0.35 -2.41 0.01  -0.09
C -0.74 -3.81 -0.22  -0.66
I 1.01 -4.96 -0.84  0.89
C -1.54 -4.48 0.92  -0.26
C -3.01 -4.88 0.52  -0.07
C -0.14 -1.83 1.23  -0.02
C 0.25 -0.53 1.40  0.05
C 0.49 0.29 0.25  -0.11
C 0.93 1.63 0.35  0.04
H 0.27 5.59 1.88  0.07
H -0.51 4.57 0.65  0.07
H 0.29 6.05 0.14  0.08
H 2.49 5.25 0.57  0.11
H 1.94 3.81 1.43  0.09
H 2.70 3.82 -1.24  0.13
H 1.03 4.37 -1.47  0.13
H 1.15 2.27 -3.02  0.13
H 0.40 -0.05 -3.17  0.13
H -0.28 -2.11 -2.06  0.15
H -1.39 -3.81 -1.11  0.08
H -1.61 -3.90 1.85  0.09
H -1.03 -5.42 1.18  0.08
H -3.71 -4.38 1.20  0.08
H -3.27 -4.63 -0.52  0.07
H -3.14 -5.96 0.73  0.08
H -0.27 -2.42 2.14  0.14
H 0.39 -0.15 2.42  0.14
H 1.08 2.05 1.34  0.12

E_tot (eV): -25447.88211
HOMO energy (eV): -12.621
E_LUMO (eV): -4.41
Spin multiplicity: 1
Orbital gap (eV): 8.21
SMILES string: CCCc1ccc2c[n+]([C@@H](I)CC)ccc2c1
Net charge: +1

---

(2)
Density functional theory data (ωB97M-V/def2-TZVPD) for a molecular structure, C15H19INV.

Last column: Löwdin charge in e.
Geometry (Å):
V -0.25 0.55 0.67  1.32
C 0.83 1.08 2.46  -0.23
C 0.49 2.31 1.81  -0.20
C 1.16 2.32 0.53  -0.19
C 1.96 1.13 0.43  -0.18
C 1.73 0.35 1.60  -0.21
C 2.32 -0.98 1.93  0.05
C 2.88 0.78 -0.70  0.05
C 1.08 3.41 -0.48  0.04
C -0.33 3.41 2.38  0.05
C 0.38 0.65 3.82  0.05
H 3.03 -0.84 2.75  0.14
H 2.86 -1.42 1.09  0.10
H 1.58 -1.70 2.29  0.11
H 3.87 1.14 -0.41  0.15
H 2.61 1.28 -1.63  0.10
H 2.96 -0.29 -0.86  0.11
H 1.86 4.14 -0.24  0.15
H 0.13 3.94 -0.46  0.10
H 1.28 3.06 -1.50  0.10
H 0.31 3.94 3.09  0.15
H -1.19 3.05 2.95  0.11
H -0.67 4.12 1.64  0.10
H 1.03 1.17 4.54  0.15
H 0.50 -0.41 3.98  0.10
H -0.64 0.96 4.05  0.11
I -5.08 -2.79 1.41  1.16
C -4.02 -1.30 0.51  -0.72
C -4.62 -0.38 -0.37  -0.02
C -3.88 0.63 -0.98  0.03
C -2.53 0.70 -0.72  -0.08
N -1.94 -0.17 0.15  -0.13
C -2.66 -1.16 0.75  -0.13
H -5.68 -0.46 -0.57  0.14
H -4.34 1.32 -1.67  0.15
H -1.90 1.44 -1.21  0.14
H -2.13 -1.83 1.42  0.12

E_tot (eV): -51110.01541
HOMO energy (alpha / beta) (eV): -18.006 / -18.007
E_LUMO (alpha / beta) (eV): -13.61 / -12.99
Spin multiplicity: 2
Orbital gap (alpha / beta) (eV): 4.39 / 5.02
Net charge: +3

---

(3)
Density functional theory data (ωB97M-V/def2-TZVPD) for C15H19N3O3 in the gas phase in a non-equilibrium geometry.

Last column: Löwdin charge in e.
Geometry (Å):
C 2.04 2.04 2.28  -0.09
N 1.18 0.89 2.12  -0.20
C 0.93 0.22 3.40  -0.09
C 1.06 0.25 0.79  -0.17
C 0.43 -1.14 0.91  -0.19
C -0.75 -1.33 1.63  -0.06
C -1.33 -2.60 1.74  -0.07
C -0.69 -3.69 1.15  -0.09
C 0.50 -3.51 0.43  -0.07
C 1.09 -2.25 0.39  -0.03
H 2.18 2.27 3.34  0.08
H 3.04 1.93 1.83  0.09
H 1.55 2.88 1.82  0.07
H 1.39 0.79 4.22  0.08
H -0.13 0.27 3.64  0.07
H 1.25 -0.82 3.53  0.09
H 2.12 0.09 0.52  0.13
H -1.26 -0.44 2.06  0.12
H -2.24 -2.70 2.33  0.11
H -1.16 -4.67 1.22  0.10
H 0.97 -4.36 -0.05  0.10
H 2.04 -2.11 -0.14  0.12
C 0.45 -0.14 -4.11  -0.01
N 0.02 0.48 -2.88  0.02
C 0.93 0.54 -1.82  -0.34
O 2.11 0.23 -2.00  0.08
C 0.50 1.11 -0.47  -0.03
C -0.95 1.55 -0.43  -0.34
O -1.40 2.16 0.54  0.09
N -1.72 1.47 -1.61  0.02
C -3.11 1.86 -1.54  -0.02
C -1.33 0.89 -2.85  -0.37
O -2.09 0.77 -3.81  0.08
H -0.45 -0.32 -4.70  0.09
H 1.12 0.51 -4.68  0.10
H 0.97 -1.07 -3.89  0.10
H 1.09 2.04 -0.32  0.16
H -3.60 1.42 -2.39  0.09
H -3.53 1.51 -0.60  0.10
H -3.21 2.95 -1.61  0.10

E_tot (eV): -26476.23217
HOMO energy (eV): -8.064
E_LUMO (eV): 0.38
Spin multiplicity: 1
Orbital gap (eV): 8.44
SMILES string: CN1C(=O)C([C@H](c2ccccc2)N(C)C)C(=O)N(C)C1=O
Relative energy (zero: lowest compared OMol25 entry of this formula, charge and spin) (kcal/mol): 32.1

---

(4)
Density functional theory data (ωB97M-V/def2-TZVPD) for C15H19N3O3S in the gas phase in a non-equilibrium geometry.

Last column: Löwdin charge in e.
Geometry (Å):
C -0.82 -2.71 -0.19  -0.09
H -1.73 -2.95 -0.73  0.07
C -1.11 -1.96 1.11  -0.20
H -0.17 -1.73 1.60  0.08
H -1.69 -2.61 1.78  0.12
C -1.90 -0.65 0.96  -0.34
N -1.26 0.28 0.03  -0.07
C -0.29 1.09 0.46  -0.76
S 0.41 0.96 1.95  0.77
N 0.11 2.11 -0.41  0.09
C 1.38 2.61 -0.55  -0.44
O 1.57 3.70 -1.05  0.11
C 2.47 1.69 -0.14  -0.19
C 2.43 0.35 -0.52  0.03
C 3.47 -0.49 -0.15  -0.14
C 4.55 -0.02 0.59  0.02
C 4.60 1.32 0.94  -0.04
C 3.57 2.17 0.57  0.00
H 3.59 3.22 0.83  0.13
H 5.43 1.70 1.50  0.11
H 5.34 -0.70 0.87  0.12
N 3.41 -1.87 -0.53  -0.35
O 2.45 -2.24 -1.17  0.07
O 4.33 -2.59 -0.19  0.09
H 1.62 -0.05 -1.10  0.13
H -0.62 2.70 -0.79  0.16
C -1.85 0.35 -1.28  -0.14
C -3.27 0.95 -1.20  -0.15
C -3.95 0.48 0.09  -0.18
C -3.36 -0.85 0.55  -0.15
H -3.45 -1.59 -0.25  0.11
H -3.91 -1.23 1.41  0.12
H -5.03 0.38 -0.07  0.11
H -3.80 1.21 0.88  0.12
H -3.83 0.62 -2.08  0.11
H -3.22 2.04 -1.22  0.11
H -1.22 0.93 -1.96  0.12
H -1.91 -0.67 -1.68  0.12
H -1.88 -0.16 1.94  0.11
H -0.31 -3.64 0.04  0.08
H -0.16 -2.14 -0.84  0.05

E_tot (eV): -37309.58148
HOMO energy (eV): -8.452
E_LUMO (eV): -0.55
Spin multiplicity: 1
Orbital gap (eV): 7.90
SMILES string: CC[C@@H]1CCCCN1C(=S)NC(=O)c1cccc([N+](=O)[O-])c1
Relative energy (zero: lowest compared OMol25 entry of this formula, charge and spin) (kcal/mol): 91.7

---

(5)
Density functional theory data (ωB97M-V/def2-TZVPD) for a molecular structure, C15H19N4O9Pd in a non-equilibrium geometry.

Last column: Löwdin charge in e.
Geometry (Å):
Pd -0.29 0.74 0.69  1.09
C -1.86 -3.73 0.82  0.01
N -1.97 -2.95 -0.42  -0.11
C -2.34 -3.66 -1.64  -0.01
C -1.68 -1.65 -0.43  -0.37
O -1.38 -1.05 0.63  -0.04
C -1.76 -0.93 -1.76  -0.09
O -1.48 0.43 -1.59  -0.14
C -2.51 1.37 -1.72  -0.10
C -2.77 2.05 -0.39  -0.38
O -2.06 1.81 0.62  -0.07
N -3.75 2.94 -0.34  -0.11
C -3.99 3.72 0.89  0.01
C -4.50 3.34 -1.53  0.00
H -2.83 -4.17 1.05  0.10
H -1.13 -4.52 0.68  0.10
H -1.55 -3.08 1.63  0.09
H -2.34 -4.73 -1.42  0.10
H -3.34 -3.39 -1.98  0.10
H -1.63 -3.49 -2.45  0.10
H -0.99 -1.35 -2.42  0.15
H -2.73 -1.09 -2.24  0.14
H -2.18 2.13 -2.42  0.15
H -3.42 0.91 -2.10  0.14
H -3.45 3.27 1.71  0.09
H -3.66 4.74 0.74  0.10
H -5.06 3.71 1.10  0.10
H -4.79 2.49 -2.13  0.09
H -5.41 3.84 -1.20  0.10
H -3.93 4.04 -2.14  0.11
O 3.04 0.20 2.62  0.16
C 2.07 0.56 2.03  -0.57
O 1.32 -0.18 1.23  -0.11
C 1.50 1.95 2.12  -0.09
C 1.01 2.50 0.95  -0.09
C 0.30 3.71 1.01  -0.11
C 0.13 4.38 2.17  0.10
C 0.69 3.81 3.32  -0.06
C 1.34 2.62 3.34  0.11
N 0.52 4.55 4.61  -0.34
O 1.04 4.07 5.59  0.12
O -0.13 5.57 4.57  0.11
N -0.39 4.23 -0.21  -0.32
O -0.31 3.56 -1.21  0.09
O -0.98 5.28 -0.10  0.11
H 1.44 2.19 -0.01  0.16
H -0.42 5.31 2.22  0.14
H 1.74 2.22 4.27  0.15

E_tot (eV): -43718.97591
HOMO energy (alpha / beta) (eV): -13.001 / -13.001
E_LUMO (alpha / beta) (eV): -5.05 / -5.05
Spin multiplicity: 1
Orbital gap (alpha / beta) (eV): 7.95 / 7.96
Net charge: +1
Relative energy (zero: lowest compared OMol25 entry of this formula, charge and spin) (kcal/mol): 0.0

---

(6)
Density functional theory data (ωB97M-V/def2-TZVPD) for C15H19NO in the gas phase.

Last column: Löwdin charge in e.
Geometry (Å):
C 0.72 2.30 0.43  -0.06
H -0.12 2.96 0.24  0.08
H 0.57 1.80 1.38  0.08
H 1.62 2.90 0.51  0.07
C 0.87 1.28 -0.72  -0.30
C 1.90 0.26 -0.34  -0.14
C 3.21 0.73 -0.22  -0.04
C 4.27 -0.07 0.15  -0.08
C 4.03 -1.42 0.39  -0.08
C 2.76 -1.91 0.25  -0.04
C 1.66 -1.11 -0.11  -0.13
C 0.43 -1.85 -0.24  0.01
N -0.82 -1.55 -0.39  -0.19
O -1.67 -2.49 -0.46  -0.07
C -1.36 -0.16 -0.41  -0.34
C -0.46 0.74 -1.26  -0.08
H -0.25 0.20 -2.18  0.14
H -1.05 1.62 -1.52  0.12
C -2.79 -0.19 -1.00  -0.11
H -2.98 -1.19 -1.40  0.11
H -2.91 0.53 -1.80  0.11
C -3.75 0.09 0.16  -0.17
H -4.00 1.15 0.21  0.11
H -4.68 -0.47 0.07  0.11
C -2.95 -0.31 1.40  -0.18
H -2.91 -1.40 1.47  0.11
H -3.35 0.10 2.32  0.11
C -1.57 0.24 1.06  -0.11
H -0.78 -0.14 1.71  0.13
H -1.60 1.33 1.14  0.11
H 0.57 -2.92 -0.18  0.14
H 2.59 -2.97 0.42  0.11
H 4.84 -2.07 0.68  0.10
H 5.26 0.34 0.23  0.10
H 3.39 1.78 -0.43  0.11
H 1.29 1.84 -1.56  0.14

E_tot (eV): -19399.26424
HOMO energy (eV): -7.746
E_LUMO (eV): 0.40
Spin multiplicity: 1
Orbital gap (eV): 8.15
SMILES string: C[C@@H]1CC2(CCCC2)[N+]([O-])=Cc2ccccc21
Relative energy (zero: lowest compared OMol25 entry of this formula, charge and spin) (kcal/mol): 71.9